(1)
Computed, not measured: C47H36GeN3O2PtS2 as an isolated structure, with ωB97M-V/def2-TZVPD.

ORCA input file:
```
! wB97M-V def2-TZVPD RIJCOSX def2/J DEFGRID3
* xyz 0 4
Pt 0.646 0.417 1.211
C -0.426 -5.372 -3.460
C -0.625 -4.620 -2.173
C 0.461 -4.115 -1.467
C 0.274 -3.402 -0.293
C -1.012 -3.187 0.173
C -2.112 -3.706 -0.498
C -1.910 -4.419 -1.666
S -1.218 -2.248 1.643
O -0.016 -2.391 2.412
O -2.492 -2.575 2.220
N -1.224 -0.658 1.165
C -2.342 0.067 0.963
C -3.664 -0.456 0.686
C -4.707 0.402 0.552
C -4.527 1.797 0.706
C -3.263 2.361 0.965
C -3.036 3.732 1.147
C -1.721 4.167 1.460
C -0.704 3.271 1.507
N -0.899 1.931 1.240
C -2.155 1.474 1.048
H 0.627 -5.403 -3.737
H -0.979 -4.901 -4.274
H -0.786 -6.399 -3.371
H 1.466 -4.262 -1.842
H 1.117 -3.017 0.263
H -3.108 -3.566 -0.100
H -2.763 -4.828 -2.195
H -3.803 -1.519 0.587
H -5.693 0.019 0.328
H -5.378 2.459 0.611
H -3.860 4.430 1.097
H -1.517 5.209 1.666
H 0.314 3.554 1.739
S 2.316 0.724 5.482
C 0.655 0.296 5.749
C 0.001 0.068 6.955
C -1.344 -0.239 6.913
C -2.026 -0.308 5.694
C -1.378 -0.080 4.498
C -0.016 0.213 4.525
N 0.798 0.473 3.431
C 2.016 0.766 3.780
C 3.002 1.109 2.762
C 4.307 1.446 3.110
C 5.216 1.791 2.128
C 4.803 1.796 0.804
C 3.500 1.458 0.461
C 2.552 1.098 1.421
H 0.530 0.130 7.897
H -1.878 -0.425 7.836
H -3.081 -0.548 5.685
H -1.909 -0.130 3.561
H 4.612 1.440 4.151
H 6.232 2.054 2.391
H 5.500 2.066 0.020
H 3.235 1.484 -0.585
C -3.704 -0.035 -2.989
C -2.879 -1.140 -2.833
C -1.597 -0.985 -2.321
C -1.111 0.273 -1.962
C -1.952 1.372 -2.131
C -3.237 1.223 -2.636
Ge 0.695 0.494 -1.214
C 1.827 -0.894 -2.027
C 2.870 -1.494 -1.322
C 3.705 -2.424 -1.928
C 3.510 -2.768 -3.259
C 2.479 -2.179 -3.978
C 1.648 -1.250 -3.365
C 1.346 2.187 -1.990
C 0.884 3.426 -1.546
C 1.330 4.609 -2.119
C 2.255 4.575 -3.153
C 2.724 3.352 -3.610
C 2.272 2.172 -3.033
H -4.705 -0.153 -3.386
H -3.233 -2.127 -3.106
H -0.968 -1.859 -2.208
H -1.606 2.366 -1.870
H -3.873 2.092 -2.754
H 3.032 -1.235 -0.280
H 4.508 -2.878 -1.361
H 4.163 -3.490 -3.735
H 2.323 -2.439 -5.018
H 0.849 -0.794 -3.941
H 0.168 3.480 -0.737
H 0.957 5.558 -1.755
H 2.608 5.496 -3.600
H 3.446 3.314 -4.417
H 2.660 1.228 -3.399
*
```

Values from the calculation:
Orbital gap (spin up / spin down) (eV): 5.60 / 6.38
Largest force on an atom (eV/Å): 0.15
LUMO energy (spin up / spin down) (Ha): 0.000 / -0.076

And the Mulliken charges, in e, turn out to be: Pt 1.86; C -1.77; C 1.13; C -0.72; C -0.33; C -0.26; C -0.43; C -0.93; S 1.25; O -0.72; O -0.70; N 0.22; C 0.39; C -0.87; C -1.14; C -0.62; C 1.11; C -1.33; C -0.83; C -0.93; N 0.14; C 0.38; H 0.36; H 0.38; H 0.38; H 0.48; H 0.62; H 0.48; H 0.46; H 0.42; H 0.41; H 0.42; H 0.44; H 0.48; H 0.47; S -0.46; C 0.44; C -0.70; C -0.56; C -1.16; C 0.25; C -0.90; N 0.45; C 1.00; C 0.87; C -0.92; C -0.92; C -1.23; C 0.83; C -0.44; H 0.41; H 0.40; H 0.46; H 0.64; H 0.40; H 0.38; H 0.47; H 0.46; C -0.83; C -0.80; C 0.34; C -0.31; C -0.09; C -0.72; Ge 0.42; C 0.61; C -0.47; C -0.80; C -0.71; C -0.76; C -0.07; C 0.49; C -0.18; C -1.00; C -0.57; C -0.94; C 0.00; H 0.41; H 0.49; H 0.29; H 0.17; H 0.44; H 0.36; H 0.40; H 0.38; H 0.46; H 0.41; H 0.16; H 0.45; H 0.37; H 0.42; H 0.32

=====

(2)
Computed, not measured: a 2-piece molecular cluster, C3H3F2OS overall in a non-equilibrium geometry, with ωB97M-V/def2-TZVPD.

ORCA input file:
```
! wB97M-V def2-TZVPD RIJCOSX def2/J DEFGRID3
* xyz -1 1
C -0.336 -1.441 1.198
C -0.344 0.941 -0.702
C 0.695 -0.038 -0.233
O 0.310 -2.437 1.170
F 1.338 -0.563 -1.389
F 1.691 0.629 0.542
S -1.547 -0.650 1.926
H -0.379 0.987 -1.787
H -1.379 0.622 -0.287
H -0.050 1.950 -0.438
*
```

Values from the calculation:
Orbital gap (eV): 6.79
Largest force on an atom (eV/Å): 3.22
LUMO energy (Ha): 0.133

And the Mulliken charges, in e, turn out to be: C 0.41; C -0.89; C 0.39; O -0.47; F -0.34; F -0.33; S -0.45; H 0.29; H 0.14; H 0.25

=====

> Among the records above, which one has the lowest largest force on an atom?

C47H36GeN3O2PtS2

=====

> The highest largest force on an atom belongs to which entry?

C3H3F2OS